No. 1
This record from the OMol25 dataset describes a structure of composition C39H35InN3SSbSe at a distorted geometry. The level of theory is ωB97M-V with the def2-TZVPD basis set.

The geometry in XYZ format:
```
81
C39H35InN3SSbSe ωB97M-V with the def2-TZVPD basis set
In -0.211 -0.565 -0.430
N 0.445 1.736 3.672
C 0.376 0.866 4.787
C 0.349 1.397 6.065
C 0.271 0.559 7.169
C 0.207 -0.812 6.997
C 0.223 -1.349 5.715
C 0.317 -0.512 4.620
S 0.383 -1.212 2.986
N 0.226 0.133 1.985
C 0.269 1.354 2.388
C 0.122 2.408 1.346
C -0.084 3.749 1.641
C -0.203 4.657 0.598
C -0.113 4.204 -0.707
C 0.074 2.847 -0.914
N 0.187 1.971 0.084
H 0.540 2.713 3.882
H 0.390 2.472 6.198
H 0.257 0.985 8.163
H 0.147 -1.469 7.853
H 0.175 -2.421 5.565
H -0.177 4.097 2.660
H -0.370 5.705 0.809
H -0.198 4.881 -1.544
H 0.141 2.438 -1.917
C 5.152 3.067 3.142
C 5.278 1.696 3.316
C 4.621 0.820 2.463
C 3.860 1.329 1.419
C 3.709 2.703 1.255
C 4.366 3.571 2.113
Sb 2.913 -0.005 0.035
C 3.842 0.537 -1.812
C 4.553 -0.411 -2.537
C 5.161 -0.040 -3.728
C 5.037 1.259 -4.200
C 4.308 2.197 -3.483
C 3.700 1.836 -2.291
C 3.800 -1.892 0.504
C 5.185 -2.030 0.504
C 5.746 -3.264 0.798
C 4.932 -4.350 1.091
C 3.552 -4.209 1.090
C 2.984 -2.978 0.795
H 5.666 3.746 3.809
H 5.890 1.305 4.117
H 4.715 -0.249 2.610
H 3.099 3.102 0.451
H 4.272 4.641 1.975
H 4.643 -1.429 -2.179
H 5.730 -0.771 -4.288
H 5.507 1.540 -5.133
H 4.215 3.210 -3.851
H 3.131 2.573 -1.733
H 5.825 -1.186 0.274
H 6.822 -3.377 0.796
H 5.375 -5.311 1.318
H 2.919 -5.056 1.319
H 1.905 -2.870 0.796
C -8.776 -0.028 -0.432
C -7.304 0.030 -0.206
C -6.426 -0.793 -0.923
C -5.071 -0.794 -0.688
C -4.172 -1.673 -1.504
C -4.558 0.059 0.335
Se -2.825 -0.162 0.963
C -5.421 0.980 1.002
C -4.939 1.990 2.005
C -6.769 0.926 0.727
H -9.042 -0.746 -1.203
H -9.162 0.955 -0.710
H -9.280 -0.307 0.497
H -6.828 -1.452 -1.683
H -4.753 -2.257 -2.213
H -3.606 -2.361 -0.876
H -3.455 -1.069 -2.066
H -3.857 2.088 2.001
H -5.257 1.705 3.009
H -5.382 2.962 1.787
H -7.435 1.602 1.252
```

## Properties
frontier orbital gap (spin up / spin down)	4.196 / 4.941	eV
net charge	+2
lowest unoccupied orbital energy (spin up / spin down)	-8.25 / -7.52	eV

***

No. 2
This record from the OMol25 dataset describes a structure of composition C39H35N6OSSbZr. The level of theory is ωB97M-V with the def2-TZVPD basis set.

The geometry in XYZ format:
```
84
C39H35N6OSSbZr ωB97M-V with the def2-TZVPD basis set
Zr 0.267 -0.118 0.600
N 0.627 4.153 -0.193
C 0.117 2.946 0.067
S 0.597 2.182 1.592
N -0.676 2.397 -0.816
N -1.121 1.152 -0.409
C -2.309 0.765 -0.755
C -2.967 -0.421 -0.266
C -4.194 -0.772 -0.853
C -4.940 -1.821 -0.370
C -4.484 -2.523 0.746
C -3.289 -2.187 1.356
C -2.513 -1.153 0.855
O -1.340 -0.848 1.462
H 1.145 4.647 0.512
H 0.298 4.659 -1.000
H -2.862 1.422 -1.424
H -4.551 -0.195 -1.697
H -5.880 -2.082 -0.834
H -5.079 -3.331 1.151
H -2.950 -2.702 2.247
C 5.707 -0.437 2.640
C 6.055 0.406 1.441
C 7.292 1.038 1.367
C 7.647 1.817 0.274
C 6.764 1.981 -0.783
C 5.528 1.356 -0.740
C 5.186 0.576 0.362
Sb 3.276 -0.326 0.240
C 3.061 -0.582 -1.855
C 1.947 0.084 -2.383
C 1.653 0.040 -3.736
C 2.480 -0.692 -4.576
C 3.594 -1.342 -4.061
C 3.918 -1.286 -2.703
C 5.192 -1.938 -2.233
C 3.160 -2.208 1.243
C 3.570 -3.415 0.685
C 3.298 -4.618 1.324
C 2.610 -4.620 2.529
C 2.198 -3.419 3.089
C 2.450 -2.200 2.458
C 1.949 -0.944 3.149
H 6.441 -0.306 3.433
H 5.679 -1.499 2.386
H 4.735 -0.160 3.053
H 7.989 0.919 2.188
H 8.616 2.298 0.252
H 7.032 2.590 -1.637
H 4.839 1.473 -1.569
H 1.280 0.695 -1.762
H 0.799 0.576 -4.129
H 2.269 -0.741 -5.636
H 4.246 -1.892 -4.731
H 5.231 -2.989 -2.523
H 5.327 -1.867 -1.153
H 6.053 -1.447 -2.690
H 4.115 -3.427 -0.250
H 3.641 -5.548 0.890
H 2.409 -5.551 3.043
H 1.682 -3.427 4.043
H 1.812 -1.153 4.211
H 0.918 -0.627 2.872
H 2.588 -0.068 3.076
N -0.450 -10.630 2.252
C -0.357 -9.583 1.789
C -0.235 -8.265 1.222
C 0.738 -8.007 0.260
C 0.865 -6.736 -0.269
C 0.011 -5.734 0.160
C -0.976 -5.982 1.101
C -1.094 -7.251 1.641
N 0.159 -4.411 -0.370
C 0.431 -4.072 -1.681
C 0.537 -2.724 -1.712
N 0.336 -2.225 -0.432
C 0.110 -3.285 0.343
H 1.394 -8.803 -0.063
H 1.633 -6.522 -1.001
H -1.663 -5.197 1.392
H -1.859 -7.465 2.374
H 0.485 -4.810 -2.463
H 0.730 -2.088 -2.556
H -0.060 -3.270 1.406
```

## Properties
frontier orbital gap	6.763	eV
net charge	+2
lowest unoccupied orbital energy	-6.91	eV

***

No. 3
This record from the OMol25 dataset describes a structure of composition C39H35N9O2S2Ti. The level of theory is ωB97M-V with the def2-TZVPD basis set.

The geometry in XYZ format:
```
88
C39H35N9O2S2Ti ωB97M-V with the def2-TZVPD basis set
Ti -1.098 0.036 1.136
C 0.689 -2.534 2.039
O 0.654 -1.105 1.938
C 1.371 -0.369 2.857
C 2.213 -0.913 3.809
C 2.943 -0.063 4.627
C 2.832 1.316 4.498
C 1.965 1.855 3.564
C 1.221 1.010 2.749
N 0.284 1.470 1.796
N 0.443 2.681 1.432
C -0.441 3.287 0.609
C -1.728 2.769 0.328
O -2.132 1.599 0.729
C -2.649 3.588 -0.384
C -2.292 4.809 -0.844
C -0.992 5.351 -0.618
C -0.632 6.621 -1.107
C 0.614 7.136 -0.862
C 1.538 6.389 -0.118
C 1.211 5.145 0.366
C -0.061 4.600 0.128
H 0.253 -2.855 2.985
H 1.719 -2.881 1.946
H 0.115 -2.911 1.199
H 2.317 -1.984 3.908
H 3.599 -0.486 5.376
H 3.402 1.969 5.145
H 1.829 2.922 3.470
H -3.639 3.181 -0.545
H -3.006 5.406 -1.399
H -1.361 7.185 -1.677
H 0.887 8.112 -1.238
H 2.520 6.797 0.079
H 1.933 4.576 0.934
C -5.388 -2.051 4.636
C -4.155 -2.918 4.423
N -3.805 -3.071 3.019
C -3.105 -2.197 2.281
S -2.274 -0.890 3.082
N -3.103 -2.404 0.980
N -2.305 -1.558 0.295
C -2.534 -1.386 -0.966
C -3.685 -2.027 -1.664
C -1.568 -0.530 -1.676
C -1.735 -0.183 -3.007
C -0.749 0.570 -3.630
C 0.360 0.980 -2.905
C 0.433 0.638 -1.566
N -0.500 -0.102 -0.970
H -5.625 -1.984 5.697
H -5.213 -1.043 4.258
H -6.252 -2.471 4.119
H -3.298 -2.496 4.945
H -4.313 -3.918 4.826
H -4.326 -3.743 2.474
H -4.510 -2.134 -0.964
H -4.018 -1.464 -2.530
H -3.397 -3.030 -1.988
H -2.595 -0.513 -3.565
H -0.844 0.829 -4.676
H 1.149 1.563 -3.359
H 1.273 0.933 -0.950
N 2.561 -2.398 -2.884
C 1.654 -2.191 -3.950
C 2.045 -1.529 -5.104
C 1.134 -1.354 -6.139
C -0.170 -1.805 -6.006
C -0.569 -2.427 -4.830
C 0.349 -2.640 -3.814
S -0.088 -3.459 -2.309
N 0.956 -2.725 -1.177
C 2.111 -2.365 -1.574
C 3.138 -1.906 -0.587
C 4.146 -2.785 -0.215
C 5.099 -2.352 0.695
C 5.007 -1.063 1.188
C 3.964 -0.258 0.750
N 3.041 -0.660 -0.121
H 3.472 -1.988 -3.025
H 3.063 -1.171 -5.202
H 1.451 -0.865 -7.050
H -0.876 -1.677 -6.815
H -1.589 -2.771 -4.708
H 4.171 -3.787 -0.623
H 5.896 -3.012 1.012
H 5.724 -0.678 1.901
H 3.865 0.758 1.117
```

## Properties
frontier orbital gap (spin up / spin down)	6.831 / 6.587	eV
net charge	+1
lowest unoccupied orbital energy (spin up / spin down)	-3.26 / -3.50	eV
multiplicity	2

***

| no. | E (eV) |
| --- | --- |
| 1 | -133359.3272 |
| 2 | -70640.3260 |
| 3 | -103301.1168 |